1.
# C26H16Br2N2OPd

C26H16Br2N2OPd as an isolated structure (wB97M-V/def2-TZVPD, the Open Molecules 2025 dataset).

Values from the calculation:
Orbital gap   0.17861 Eh
Total charge   +2
Highest occupied orbital energy   -13.42 eV

Last column: Mulliken charge in e.
CARTESIAN COORDINATES (ANGSTROEM)
C (2.006, 2.167, -0.534)  0.293
C (-2.121, -1.701, -0.170)  1.487
H (-1.824, -1.117, 4.356)  0.466
C (-1.052, -0.994, 3.610)  -1.047
C (-1.394, -0.524, 2.365)  -0.356
C (1.274, -0.955, 2.963)  0.631
H (1.295, -1.735, -0.224)  0.473
C (-3.285, -0.897, -0.080)  0.338
C (-4.549, -1.393, -0.205)  -0.659
C (3.146, 0.233, 1.307)  -0.103
C (2.391, 4.828, -3.024)  -0.356
H (2.946, -1.531, 4.197)  0.456
C (0.880, -0.332, 1.765)  1.355
C (-2.321, -3.007, -0.681)  0.339
C (0.270, -2.017, -0.422)  -0.610
C (1.798, 0.349, 0.975)  -0.987
H (3.601, 4.050, -1.471)  0.453
H (3.890, 0.701, 0.675)  0.579
Pd (-0.596, 0.848, -0.503)  0.610
H (0.883, -3.752, -1.545)  0.461
H (-5.723, -3.159, -0.601)  0.426
H (-5.406, -0.737, -0.131)  0.459
C (2.652, 3.993, -1.990)  -0.723
C (-3.633, -3.519, -0.808)  -0.848
H (-3.757, -4.531, -1.174)  0.433
C (-1.206, -3.754, -1.154)  -0.755
C (0.194, 3.832, -3.306)  -0.764
C (2.643, -1.036, 3.283)  -0.680
H (2.927, 2.400, -0.005)  0.518
Br (-3.119, 1.019, -0.116)  0.033
C (0.446, 2.931, -2.259)  0.983
Br (3.654, 6.103, -3.578)  -0.126
H (4.623, -0.532, 2.664)  0.434
O (-0.506, 2.072, -1.972)  -0.687
H (0.531, -1.865, 4.779)  0.505
H (-0.764, 3.775, -3.806)  0.487
N (-0.470, -0.418, 1.361)  0.832
C (0.265, -1.350, 3.863)  -0.501
H (0.933, 5.426, -4.498)  0.444
C (-4.724, -2.756, -0.511)  -0.791
C (0.041, -3.221, -1.123)  -1.204
C (-0.761, -1.306, 0.127)  0.838
N (1.319, 1.135, -0.105)  -0.133
C (3.567, -0.468, 2.440)  -1.271
H (-2.415, -0.278, 2.116)  0.474
C (1.686, 3.015, -1.593)  -0.393
H (-1.376, -4.736, -1.574)  0.455
C (1.144, 4.744, -3.684)  -0.265

2.
# C2HF2KO

C2HF2KO as an isolated structure (wB97M-V/def2-TZVPD, the Open Molecules 2025 dataset).

Values from the calculation:
Orbital gap (alpha / beta)   0.29320 / 0.35540 Eh
2S+1   2
Total charge   +1
⟨S²⟩   0.7561
Highest occupied orbital energy (alpha / beta)   -12.42 / -14.13 eV

Last column: Löwdin spin population.
CARTESIAN COORDINATES (ANGSTROEM)
K (-1.167, -1.775, -1.311)  0.001
F (-0.196, -0.165, 0.723)  0.004
H (2.103, 1.754, -1.071)  0.040
C (0.604, 0.921, 0.694)  0.052
O (1.907, 0.516, 0.723)  0.281
F (-0.320, 2.003, 0.600)  0.037
C (1.546, 1.554, -0.157)  0.586